C21H27N3O8S in the gas phase, computed with wB97M-V/def2-TZVPD.

The LUMO energy is 0.666 eV. The frontier orbital gap comes out at 9.1 eV. Its net charge is 0. The energy relative to the best compared isomer or geometry (same formula, charge and spin) comes out at 0.0 kcal per mole.

Element x y z (Å)
C1 3.42993 -0.04045 -1.79112
H1 3.16776 -0.33083 3.01643
N1 0.28296 3.47437 -0.84054
H2 4.43026 0.04775 -2.21949
N2 2.15843 -1.23855 -0.05895
C2 -1.90660 0.70482 1.36606
O1 2.37689 3.45684 0.06576
H3 -1.16368 0.49878 -2.74219
H4 -6.13914 -2.04719 0.31093
C3 -1.00270 -3.12050 0.80757
H5 -1.63314 -0.29695 1.63061
H6 4.42531 -2.43238 1.25981
O2 -4.25681 -1.81902 -0.31722
N3 2.98874 1.24487 -1.32664
C4 -0.72454 4.07654 1.32127
O3 -1.00634 1.67363 1.61038
H7 2.72165 -0.39450 -2.54163
O4 0.84313 1.18645 -2.10467
C5 -3.02991 1.22462 0.80556
C6 1.51067 2.98043 -0.64560
O5 4.41412 -0.61290 0.29992
O6 1.90135 -3.57476 1.02886
C7 -1.97181 -0.13231 -3.11617
H8 -1.54897 -0.91517 -3.75242
H9 -2.67361 0.46603 -3.69448
H10 -4.93853 -2.07924 1.62678
O7 1.94928 -3.32872 -1.41204
C8 1.98568 -0.61278 1.23607
H11 -5.12892 -3.49309 0.54962
H12 -1.28178 4.87551 1.81235
C9 -2.93469 -2.09523 -0.19973
H13 -3.90191 0.69162 0.48883
H14 -0.33597 2.89084 -1.39015
H15 2.06157 0.46950 1.10241
C10 -5.15114 -2.40032 0.60190
C11 -2.37641 -2.91009 0.77191
H16 0.97459 -0.85065 1.56830
H17 -2.99875 -3.39295 1.50737
S1 1.54742 -2.80981 -0.13718
H18 3.58071 1.74085 -0.66859
C12 -1.55503 2.84244 1.21141
C13 1.73864 1.69204 -1.44393
H19 -0.54992 -3.75527 1.55146
H20 -3.47493 3.35331 0.31077
C14 -0.27219 4.55987 -0.07021
H21 -0.05561 -1.22846 -1.81522
H22 5.21732 -1.05966 2.08295
H23 -1.11538 4.97613 -0.62304
C15 -2.09945 -1.46982 -1.16365
C16 -0.20587 -2.50738 -0.12967
C17 -2.80060 2.61906 0.70199
H24 2.69825 -2.01915 2.72040
H25 0.15793 3.84004 1.91680
C18 -0.73265 -1.68845 -1.11656
H26 0.50255 5.32130 0.04717
C19 3.47808 -1.06162 -0.63935
O8 -2.73423 -0.69217 -2.06535
C20 4.34728 -1.36304 1.49926
H27 3.77802 -2.03874 -1.05677
C21 3.03268 -1.09548 2.25166



C7H12O in the gas phase, computed with wB97M-V/def2-TZVPD.

The LUMO energy is -0.926 eV. The frontier orbital gap comes out at 5.0 eV. Its net charge is 0. The energy relative to the best compared isomer or geometry (same formula, charge and spin) comes out at 122.2 kcal per mole.

Element x y z (Å)
C1 1.32267 -0.07444 -0.22881
C2 1.42615 1.23241 -0.91154
H1 -2.27403 -0.85792 1.44428
H2 1.25393 -2.11617 -0.48914
C3 2.40238 0.22582 0.88537
H3 -0.00762 -0.91825 1.27462
H4 2.39057 -0.54275 1.67579
H5 3.39739 0.05315 0.46493
O1 -3.62356 0.24336 0.39806
C4 -2.34035 -0.19567 0.58135
H6 1.55687 1.34935 -1.98286
H7 -1.13011 0.95236 -0.84963
H8 -3.56595 1.20506 0.28804
H9 2.38020 1.19587 1.36881
H10 2.75897 -1.48680 -1.17828
C5 1.69728 -1.31244 -1.07271
C6 -1.22317 0.28272 -0.00124
H11 0.99895 2.04875 -0.34029
C7 0.02432 -0.29771 0.38391
H12 1.11660 -1.22727 -1.98423



4 unconnected molecules or ions with the total composition C6H10Br4Cl6, computed with wB97M-V/def2-TZVPD.

The LUMO energy is 0.227 eV. The frontier orbital gap comes out at 10.7 eV. Its net charge is 0. The energy relative to the best compared isomer or geometry (same formula, charge and spin) comes out at 0.0 kcal per mole.

Element x y z (Å)
H1 22.68655 6.31181 -4.34931
Cl1 24.47584 5.32824 -5.53798
H2 19.51488 3.97839 -5.26875
C1 16.78374 1.29538 -8.27223
H3 18.66149 4.53432 -2.85857
C2 18.05865 4.58394 -3.75836
H4 17.28231 0.93902 -6.20646
Cl2 24.25801 5.78670 -2.68770
C3 21.66634 8.47506 -7.48852
Br1 19.86799 6.45420 -4.89389
H5 17.30280 5.35526 -3.64814
Cl3 23.04962 8.52687 -6.40956
H6 15.62309 0.70408 -6.49895
Br2 17.15292 2.85732 -3.85049
C4 18.84050 4.79440 -5.03433
H7 16.09257 1.03453 -9.06362
Br3 16.54873 3.22217 -7.87902
Br4 16.80229 -1.37707 -7.27559
Cl4 22.37710 4.00838 -4.08270
Cl5 21.20146 10.09749 -8.00900
C5 23.34323 5.46964 -4.17819
H8 18.16597 4.97162 -5.86440
Cl6 21.96898 7.46421 -8.92015
C6 16.59716 0.57238 -6.96657
H9 17.80307 1.18798 -8.62745
H10 20.82640 8.05506 -6.95280



C4H4S in the gas phase, computed with wB97M-V/def2-TZVPD.

The LUMO energy is -0.847 eV. The frontier orbital gap comes out at 7.8 eV. Its net charge is 0. The energy relative to the best compared isomer or geometry (same formula, charge and spin) comes out at 69.8 kcal per mole.

Element x y z (Å)
C1 -0.07333 0.17669 0.40741
C2 0.46659 -0.47703 -2.11083
S1 -0.11466 0.32190 -3.38345
C3 -0.34470 0.37654 1.79209
C4 0.20538 -0.28057 -0.78290
H1 -1.40453 -0.20997 1.90535
H2 0.42087 -0.09016 2.46804
H3 1.17483 -1.21152 -2.33623
H4 -0.33044 1.39412 2.04053